Model a:
The following is a quantum chemistry calculation of 2 unconnected molecules or ions with the total composition C5H8N2O2, from the Open Molecules 2025 dataset.

Summary:
Kohn-Sham gap	8.77	eV
highest occupied orbital energy	-9.1	eV
structure (SMILES)	[H]/N=C(/C#N)CO.C=CO

ORCA input file:
```
! wB97M-V def2-TZVPD RIJCOSX def2/J DEFGRID3
* xyz 0 1
H 0.9904 -0.9231 -2.3481
N 1.2703 -0.2225 -1.6632
C 0.7028 -0.3172 -0.5127
C 1.5434 -0.3233 0.6594
N 2.1192 -0.2061 1.6476
C -0.5417 -1.3712 -0.2632
O -0.0769 -2.6886 -0.3369
H -0.9662 -1.2530 0.7378
H -1.2997 -1.1649 -1.0327
H 0.2898 -2.8451 -1.2157
C -0.1748 1.8417 -0.1632
C -1.1212 1.4724 0.7534
O -0.8718 1.0748 2.0021
H -0.5158 2.1595 -1.1361
H 0.7380 2.3171 0.1749
H -2.1627 1.3344 0.4936
H 0.0769 1.1149 2.2031
*
```

***

Model b:
The following is a quantum chemistry calculation of C5H8N2O2 in the gas phase, from the Open Molecules 2025 dataset.

Summary:
Kohn-Sham gap	10.31	eV
highest occupied orbital energy	-9.6	eV
structure (SMILES)	C[C@@]1(O)N=CCC(=O)N1

ORCA input file:
```
! wB97M-V def2-TZVPD RIJCOSX def2/J DEFGRID3
* xyz 0 1
C -0.9272 0.8183 1.0584
C 0.5266 0.6061 0.6860
O 1.4085 1.3647 1.5518
N 0.8179 -1.0734 0.7453
C 0.6189 -1.6771 -0.3306
C 0.0631 -1.1424 -1.6129
C 0.5585 0.2950 -1.7802
O 0.8241 0.6843 -2.8649
N 0.8912 0.9990 -0.6527
H -1.2172 1.8111 0.6277
H -0.9784 0.8422 2.2318
H -1.3268 -0.0155 0.5670
H 2.2326 1.0341 1.2972
H 0.7448 -2.7687 -0.2492
H 0.5185 -1.7984 -2.3208
H -1.0640 -1.0143 -1.6647
H 1.0983 1.9838 -0.6283
*
```

***

model b is the most stable structure; the next one sits 0.0889 hartree above it.

***

Model a:
The following is a quantum chemistry calculation of a gas-phase ion, C6H12N (charge +1), from the Open Molecules 2025 dataset.

Summary:
Kohn-Sham gap	8.95	eV
highest occupied orbital energy	-14.6	eV
structure (SMILES)	C=[NH+]C(=C)CCC

ORCA input file:
```
! wB97M-V def2-TZVPD RIJCOSX def2/J DEFGRID3
* xyz 1 1
C 0.5254 2.2881 0.8120
N -0.4905 1.7724 0.1580
C -0.5905 0.6207 -0.6648
C -1.6432 0.5826 -1.4814
C 0.6419 -0.2813 -0.6637
C 1.0146 -1.2137 0.5153
C -0.0893 -2.0922 0.9073
H 0.3733 3.1476 1.3368
H 1.4901 1.8317 0.7368
H -1.1970 2.4561 0.0412
H -2.3563 1.2705 -1.4667
H -1.7401 -0.2875 -2.1425
H 0.4669 -0.9262 -1.5146
H 1.4794 0.2968 -1.1757
H 1.8530 -1.9179 0.2658
H 1.5349 -0.5646 1.2447
H -0.5119 -2.5054 -0.0226
H -0.9621 -1.6507 1.4658
H 0.2015 -2.8269 1.6484
*
```

***

Model b:
The following is a quantum chemistry calculation of a gas-phase ion, C6H12N (charge +1), from the Open Molecules 2025 dataset.

Summary:
Kohn-Sham gap	9.67	eV
highest occupied orbital energy	-14.9	eV
structure (SMILES)	C=C/C=[NH+]/C(C)C

ORCA input file:
```
! wB97M-V def2-TZVPD RIJCOSX def2/J DEFGRID3
* xyz 1 1
C -1.5157 0.6846 -2.1580
C -0.8106 1.7000 -1.7453
C -0.3863 1.4586 -0.4079
N -0.2348 0.1986 -0.2232
C 0.2438 -0.3469 0.9860
C 1.8387 -0.1747 1.0268
C -0.0524 -1.8967 1.2849
H -2.1869 -0.0578 -1.6484
H -1.9666 0.6687 -3.2131
H -0.4773 2.5414 -2.1438
H -0.2478 2.2010 0.3431
H -0.1713 -0.3805 -1.0858
H -0.1344 0.3488 1.7262
H 1.9078 0.8989 1.1501
H 2.2292 -0.7812 1.8447
H 2.3548 -0.3988 0.1794
H 0.7354 -2.5979 0.9504
H -1.0496 -2.0468 0.8123
H -0.0762 -2.0195 2.3215
*
```

***

Model c:
The following is a quantum chemistry calculation of a gas-phase ion, C6H12N (charge +1), from the Open Molecules 2025 dataset.

Summary:
Kohn-Sham gap	11.78	eV
highest occupied orbital energy	-15.8	eV
structure (SMILES)	CCC(C)=[N+]1CC1

ORCA input file:
```
! wB97M-V def2-TZVPD RIJCOSX def2/J DEFGRID3
* xyz 1 1
C 2.0460 -0.3554 -0.9272
C 0.5777 -0.9442 -1.0056
C -0.2410 -0.4884 0.1468
C -0.0325 -1.3780 1.3375
N -0.8955 0.6058 0.1547
C -1.3837 1.7287 -0.5872
C -1.5989 1.6146 0.8575
H 2.5541 -1.0199 -0.1650
H 1.9335 0.7150 -0.8250
H 2.3878 -0.5691 -1.8631
H 0.0927 -0.5079 -1.9510
H 0.6853 -1.9241 -1.0469
H 0.7767 -1.0765 1.8820
H 0.1516 -2.3941 1.1974
H -0.7159 -1.3059 2.0943
H -2.0948 1.3259 -1.2905
H -0.4578 2.3862 -0.9737
H -1.1464 2.2204 1.5836
H -2.6390 1.3669 1.3813
*
```

***

Model d:
The following is a quantum chemistry calculation of a molecular structure, C6H12N, from the Open Molecules 2025 dataset.

Summary:
Kohn-Sham gap	8.97	eV
highest occupied orbital energy	-12.6	eV

ORCA input file:
```
! wB97M-V def2-TZVPD RIJCOSX def2/J DEFGRID3
* xyz 1 1
C -0.3928 0.3974 -0.8122
C -0.9181 1.3966 -1.3739
C -0.8085 -0.9348 -0.4824
C 0.8021 0.1811 0.0310
C -1.8704 -1.3725 0.5514
C 0.7798 0.7215 1.4827
N 2.0651 -0.0483 -0.6943
H -0.4071 2.3142 -1.2150
H -1.8112 1.4683 -1.9373
H -0.2946 -1.7825 -0.8744
H -1.3661 -2.2177 1.1134
H -2.7189 -1.7620 0.0168
H -2.0767 -0.5550 1.1954
H 0.1513 1.6499 1.5375
H 1.7343 0.8613 1.9131
H 0.1947 -0.0295 2.0068
H 2.6762 0.6813 -0.2699
H 1.7233 -0.0780 -1.6491
H 2.5378 -0.8916 -0.5395
*
```

***

model a is the most stable structure; the next one sits 0.0245 hartree above it.

***

Model a:
The following is a quantum chemistry calculation of 3 unconnected molecules or ions with the total composition C4H16N2O2, from the Open Molecules 2025 dataset.

Summary:
Kohn-Sham gap	9.71	eV
highest occupied orbital energy	-9.1	eV
structure (SMILES)	NCCCCN.O.O

ORCA input file:
```
! wB97M-V def2-TZVPD RIJCOSX def2/J DEFGRID3
* xyz 0 1
N 0.2984 -1.6362 -1.9731
C 0.8818 -0.5037 -1.2972
C -0.0964 0.6397 -0.8602
C -0.4621 0.6404 0.6361
C -1.3225 2.0165 0.8186
N -1.8311 2.6398 -0.3810
H -0.5290 -1.8940 -1.4282
H -0.0793 -1.4607 -2.8899
H 1.6163 -0.0774 -1.9867
H 1.5398 -0.8356 -0.4765
H -1.0684 0.5062 -1.3542
H 0.1213 1.6262 -1.2503
H 0.3261 0.5958 1.3446
H -1.2333 -0.1000 0.7550
H -2.1725 1.7747 1.4475
H -0.6822 2.6841 1.4284
H -1.2905 3.3185 -0.8829
H -2.7659 2.9459 -0.0988
O -2.0671 -2.4095 2.7972
H -2.1588 -2.1085 1.8918
H -1.2629 -2.9097 2.9447
O 4.9148 -1.6916 0.6043
H 5.3500 -1.9955 -0.1959
H 3.9734 -1.7654 0.4068
*
```

***

Model b:
The following is a quantum chemistry calculation of 3 unconnected molecules or ions with the total composition C4H16N2O2, from the Open Molecules 2025 dataset.

Summary:
Kohn-Sham gap	9.75	eV
highest occupied orbital energy	-9.0	eV
structure (SMILES)	CCNCCN.O.O

ORCA input file:
```
! wB97M-V def2-TZVPD RIJCOSX def2/J DEFGRID3
* xyz 0 1
C 2.1227 -1.5074 -0.0317
C 1.3521 -0.8950 -1.1861
N 0.0415 -0.2555 -0.7874
C -0.7346 -1.1759 0.0673
C -1.8885 -0.3966 0.8257
N -1.8244 1.0200 0.6701
H 2.8023 -0.8187 0.5358
H 1.6033 -1.9367 0.8059
H 2.8079 -2.3176 -0.3588
H 1.8460 -0.0339 -1.6687
H 1.0774 -1.6430 -1.9164
H 0.2321 0.6420 -0.3161
H -1.2544 -1.8735 -0.6281
H -0.3327 -1.7386 0.9566
H -1.7224 -0.8071 1.8191
H -2.9394 -0.7961 0.6164
H -1.6557 1.5414 -0.2516
H -2.6456 1.5666 0.8346
O -0.7393 2.8330 -2.3108
H -0.6718 1.8622 -2.1577
H 0.1549 3.0587 -2.0129
O 1.0520 1.5303 2.1829
H 0.1338 1.4988 2.4884
H 1.1826 0.6425 1.8236
*
```

***

model a is the most stable structure; the next one sits 0.0165 hartree above it.